C42H123N21O15 | ωB97M-V with the def2-TZVPD basis set

The highest occupied orbital energy is -8.5 eV. For the HOMO-LUMO gap, the calculation gives 9.028 eV. The value obtained for the total energy is -107554.0895 eV. The value obtained for the LUMO energy is 0.5 eV. The energy relative to the best compared isomer or geometry (same formula, charge and spin) is 18.4 kcal/mol. The charge is 0. Its multiplicity is 1.

CARTESIAN COORDINATES (ANGSTROEM)
O 1.0343 5.2027 1.5909
O 1.4656 1.5908 7.6560
O -4.5622 -0.1406 4.7034
O 3.4620 2.9617 2.5452
O -4.9693 -3.0765 0.0802
O -3.0440 -4.6900 -3.8968
O 3.5304 5.7148 -2.9284
O -2.7573 1.8400 -4.6412
O 0.9317 -4.1726 -7.4645
O 2.3909 -3.1579 -2.8865
O -0.7069 1.0340 0.6192
O 3.0705 -2.0340 4.9489
O 5.0128 0.7177 -1.9351
O -1.1021 -3.0974 2.8272
O -2.8053 4.1962 -0.4524
N 3.7916 -2.3928 -1.2851
N 1.5708 4.6684 -2.5064
N -1.8828 5.1775 -3.6663
N 1.4768 6.6801 -0.0978
N -0.3204 -2.5586 0.7516
N 2.7771 0.8756 3.3655
N -2.3442 4.9388 1.6059
N 1.2519 2.4125 2.6556
N -4.8164 2.7230 4.4816
N 0.0100 0.6028 5.2550
N 0.2044 -1.2781 2.6108
N 1.3091 2.5116 -0.5896
N 4.3127 3.2841 -1.7582
N -2.0386 -5.3360 0.5052
N 3.1986 5.5408 0.8457
N 2.1838 -3.8949 -0.7415
N -0.4351 -1.6243 -7.0218
N 1.6026 6.5862 -3.8060
N 0.3362 -5.7730 -2.9231
N -4.2834 3.6281 1.2332
N 3.6999 -2.3297 2.1367
C -2.1544 4.5699 -5.8875
C 0.6300 1.4513 -1.3794
C 2.7857 -3.1685 -1.7292
C 1.1480 -1.0522 -5.3683
C -5.4024 0.5041 3.7382
C 1.8394 5.7865 0.8448
C 5.1614 -4.2151 2.8489
C 5.5138 2.8379 -0.9738
C -5.9455 1.8814 4.1580
C -3.1584 4.2457 0.6933
C -2.1776 0.6317 -5.1123
C -0.7903 1.4226 -0.7938
C 3.9334 -3.3429 3.1148
C 6.1815 0.1938 -2.4622
C -3.6939 -3.5406 0.5744
C -6.8669 2.5277 3.1190
C -0.0905 2.0507 5.7195
C 1.2514 0.0389 -1.4808
C -4.1591 -1.4127 4.3466
C 1.2936 -5.4940 -7.1084
C -5.1839 -1.6626 0.2666
C -1.4616 2.6905 5.4630
C -3.4968 -5.0267 0.3702
C 0.2945 2.1646 7.2173
C -3.9545 -3.6477 -3.4781
C 1.2410 -3.3302 -6.3535
C -2.4464 4.1163 -4.5027
C -1.0684 -5.9164 -3.4539
C 0.9571 -1.8349 -6.6591
C 2.5782 2.3353 7.2749
C 4.1392 -2.7733 4.4458
C 5.8095 3.6871 0.2849
C -1.8897 2.8047 -4.1615
C 2.6894 -2.3485 6.3352
C -1.8475 -4.6496 -3.1565
C 2.5738 2.1536 2.8626
C 5.1621 1.4365 -0.6667
C -1.9805 0.5502 1.1354
C 2.3398 5.6864 -3.1369
C -0.4296 -2.3633 2.0959
C -4.2209 -5.8400 1.4250
C -1.7232 -7.1009 -2.8148
H 1.0336 3.3678 2.4723
H -2.9896 0.0763 -5.5249
H 2.3527 -3.4709 -6.1007
H 5.9330 -0.6686 -3.1103
H -3.4812 3.9937 -4.3510
H -4.7734 0.7979 2.8983
H 0.7451 -5.7975 -6.2194
H 5.5191 -4.5915 3.7650
H -6.5176 2.3815 2.1279
H -1.1834 -8.0672 -2.9681
H -4.4631 3.4035 2.2162
H 4.3302 -3.7011 5.0858
H -0.7394 -2.0921 -7.8454
H -2.2010 2.0744 5.9799
H -2.6307 3.9167 -6.6658
H 6.7720 3.4402 0.6605
H 0.7553 -0.5629 2.0690
H 4.4061 -1.6017 2.0896
H -1.2867 2.4020 -0.8356
H 6.6603 0.9866 -3.0488
H -6.1209 -0.2933 3.3773
H 4.9729 3.6076 1.0354
H 0.2520 3.2081 7.5137
H -3.1986 -1.3571 3.7411
H -4.8699 3.2275 0.5531
H 1.6839 -1.4956 -7.4015
H 5.9427 4.7842 0.0274
H -1.9372 -0.0017 -4.1794
H -1.3305 0.7390 -5.7537
H 2.7890 -2.0047 2.2968
H 2.3928 -5.5980 -6.8499
H -2.6919 -7.1722 -3.2552
H -1.3951 5.2018 1.3601
H -3.8154 -5.2881 -0.6704
H -1.7747 -5.0924 1.4845
H -4.2660 2.2344 5.1267
H 2.7601 2.2032 6.2456
H 0.5968 1.8505 -2.4432
H -1.0881 4.6104 -5.9846
H 0.6121 -1.5018 -4.5001
H -1.4887 3.6469 5.8729
H 0.4476 -0.5493 -2.0082
H -1.7837 -6.9469 -1.6796
H 1.6415 -4.7621 -0.9154
H -2.5248 4.6589 2.5852
H -5.0045 -1.4351 1.3366
H 0.1585 -1.1097 3.5631
H -3.9135 -3.5966 -2.3837
H -3.5696 -3.3194 1.6930
H -4.9673 -3.7514 -3.7906
H -1.9545 -6.3687 0.4959
H 0.9641 -6.1627 -7.9221
H 0.5982 6.5344 -3.8730
H -0.6984 -3.4485 0.3646
H 2.1574 7.3069 -4.2568
H 3.8436 -2.2270 -0.2876
H -0.4902 1.6478 7.8015
H -5.0073 3.6574 4.8072
H 3.7806 5.6542 0.0649
H 0.5881 4.4667 -2.5141
H 5.9490 0.9784 -0.0607
H 0.4810 1.7778 2.8317
H -0.6009 -0.6096 -7.1950
H 2.1476 -0.0455 -2.0318
H 4.4774 4.2311 -2.0996
H 1.8077 -1.7721 6.5010
H 0.8574 -4.9721 -3.2306
H -3.9961 -1.9533 5.2327
H 2.2620 -1.0814 -5.1576
H -6.2592 -1.4386 0.0249
H -1.7454 2.6753 4.4055
H 4.1517 1.4168 -0.2225
H 2.5449 -3.7603 0.2100
H 6.3417 2.8537 -1.7007
H -3.8464 -5.6567 2.4138
H -2.2040 6.0549 -4.0345
H -6.6164 1.6732 5.0200
H 1.1979 2.4929 0.3869
H 3.6807 0.5441 3.5709
H -2.2371 -0.3580 0.5127
H -0.9350 0.2616 5.0128
H 3.0381 -3.9369 3.2194
H -2.2127 5.0565 -2.7224
H -1.3087 -3.6724 -3.3844
H 2.2818 2.3762 -0.8208
H -3.4589 -2.6580 -3.7307
H 3.9023 -1.5393 -1.8737
H -1.8340 0.3228 2.1756
H -2.7621 1.3226 0.9537
H 0.6977 -3.6801 -5.4662
H 0.9234 -0.0457 -5.6068
H 0.6126 2.5795 5.1268
H 2.4555 3.3772 7.6032
H -1.8052 2.7179 -3.1067
H -7.0011 3.5734 3.3608
H -5.2992 -5.7092 1.4363
H 0.4247 0.0217 5.9565
H 6.9856 -0.1939 -1.7908
H -2.0873 -4.5072 -2.0935
H 3.5006 4.7929 1.4297
H -1.4416 0.6799 -1.3423
H 0.6089 7.0489 -0.0859
H -4.6425 -1.0059 -0.3620
H 0.7846 -6.6283 -3.1358
H -7.8384 2.0123 3.1656
H -2.9798 -2.9191 -0.0258
H 2.1874 6.9948 -0.7090
H 5.0157 -2.1772 4.4568
H -3.9985 -6.8832 1.2576
H 4.1994 2.7658 -2.6446
H 5.0437 -5.0058 2.0978
H 2.4909 -3.3871 6.4176
H 3.4364 1.9014 7.8908
H -4.9273 -1.9445 3.7162
H 2.0572 0.2870 3.7804
H -1.0227 -6.0429 -4.5384
H 6.0017 -3.6031 2.4110
H 3.4968 -2.0936 6.9327
H 0.3141 -2.0634 0.1198
H -2.4494 5.5726 -6.0970
H 1.4367 -0.4736 -0.5558
H 2.1197 4.1643 -1.9133
H -0.8737 2.8677 -4.7361

***

C15H32N7NiO6P | ωB97M-V with the def2-TZVPD basis set

The highest occupied orbital energy (alpha / beta) is -6.8 / -6.7 eV. For the HOMO-LUMO gap (alpha / beta), the calculation gives 6.331 / 5.651 eV. The value obtained for the total energy is -89115.0911 eV. The value obtained for the LUMO energy (alpha / beta) is -0.5 / -1.0 eV. Its expectation value of S² is 2.39. The charge is 0. Its multiplicity is 3.

CARTESIAN COORDINATES (ANGSTROEM)
Ni 0.0120 -0.2327 -0.7600
P 0.0710 0.6211 1.2166
O -2.4917 -3.4809 -2.3571
O -2.7917 -0.8809 -1.1702
O -1.0823 -2.7482 -0.1412
O 1.2381 2.0635 -2.0830
O 2.7764 0.0999 -1.4769
O 1.5209 -0.9726 -5.0039
N 1.8870 -0.6450 -0.9023
N -1.8058 0.0466 -1.2708
N 0.1052 1.4238 -1.7185
N -0.8352 2.4153 3.0884
N -0.0030 -2.0682 -0.2140
N -0.0296 0.2285 3.9140
N 1.5862 1.9144 3.0899
C 3.7422 -2.0039 0.0226
C -3.5828 1.6726 -1.9684
C -1.1255 3.4808 -2.4601
C -1.4379 -3.0786 -3.2454
C -1.0492 1.2932 4.0421
C 1.2168 -2.6275 0.0761
C 1.3084 -3.9637 0.7125
C 0.5433 2.9488 3.2615
C -1.0430 2.0721 -2.0053
C -0.1690 -0.5188 2.6678
C -2.1778 1.2467 -1.7496
C 1.6685 1.4385 1.7100
C 2.3021 -1.7862 -0.2776
C 1.3254 0.8120 4.0413
C -1.0714 1.9927 1.6995
H 0.6964 3.7472 2.5208
H -2.3032 -1.7031 -0.8258
H -0.4954 -3.3349 -2.7523
H -1.1740 -0.9597 2.5949
H 0.8579 -0.2800 -4.8316
H 0.6310 3.3414 4.2878
H 4.1638 -1.1880 0.6345
H -2.0075 3.6100 -3.1011
H -1.4740 -3.6492 -4.1915
H 2.0560 0.0150 3.8518
H 3.9115 -2.9299 0.5842
H 1.4224 1.2203 5.0591
H -0.9239 2.8497 1.0217
H -4.2925 0.9369 -1.5779
H -2.0456 0.8645 3.8553
H -0.2246 3.7796 -3.0041
H -1.2556 4.1655 -1.6062
H 4.3328 -2.0666 -0.9027
H 1.9181 -1.1118 -4.1220
H -3.7497 2.6349 -1.4630
H -3.7682 1.8193 -3.0435
H 0.9374 -3.9495 1.7504
H 0.5658 -1.3387 2.6364
H -0.9829 1.6979 5.0648
H 1.8484 2.2857 1.0311
H -1.4936 -2.0054 -3.4855
H -3.1721 -3.9203 -2.8960
H 0.7071 -4.6927 0.1530
H 2.3452 -4.3172 0.7401
H -2.1108 1.6483 1.5890
H 1.9654 1.3340 -1.9076
H 2.5064 0.7337 1.5976

***

CH6N3PS | ωB97M-V with the def2-TZVPD basis set

The highest occupied orbital energy is -8.5 eV. For the HOMO-LUMO gap, the calculation gives 9.311 eV. The value obtained for the total energy is -25728.8651 eV. The value obtained for the LUMO energy is 0.8 eV. Its structure (SMILES) is [H]/N=C/NP(N)S. The energy relative to the best compared isomer or geometry (same formula, charge and spin) is 20.1 kcal/mol. The charge is 0. Its multiplicity is 1.

CARTESIAN COORDINATES (ANGSTROEM)
S 2.6384 -0.5978 -0.3451
P 1.0776 0.2289 0.6661
N -0.1261 -0.9729 0.0083
N -1.9769 0.3544 -0.0816
N 0.7125 1.5031 -0.4052
C -1.4650 -0.8015 0.0041
H 0.6893 2.4545 -0.0389
H -1.9099 -1.8660 0.0312
H 0.0381 -1.9049 0.3667
H 3.5532 -0.0493 0.5253
H -2.9925 0.3035 -0.0059
H -0.2387 1.3480 -0.7248

***

C2H6BrClP | ωB97M-V with the def2-TZVPD basis set

The highest occupied orbital energy (alpha / beta) is -14.6 / -14.6 eV. For the HOMO-LUMO gap (alpha / beta), the calculation gives 5.463 / 5.458 eV. The value obtained for the total energy is -94013.8492 eV. The value obtained for the LUMO energy (alpha / beta) is -9.1 / -9.1 eV. The energy relative to the best compared isomer or geometry (same formula, charge and spin) is 107.2 kcal/mol. The charge is +1. Its multiplicity is 1.

CARTESIAN COORDINATES (ANGSTROEM)
Br -1.9698 -1.3836 1.1665
Cl 3.1619 -1.5950 0.5905
P -0.1098 -0.4996 0.3294
C -0.2989 -0.4074 -1.4885
C 0.1181 1.1191 1.2226
H 0.3299 0.3416 -2.1692
H 0.6901 1.6983 0.5502
H -0.8314 1.4835 1.2507
H -1.3758 -0.3282 -1.7792
H 0.0630 -1.3636 -1.9603
H 0.2226 0.9351 2.2872

***

C3H33NO13 | ωB97M-V with the def2-TZVPD basis set

The highest occupied orbital energy is -8.9 eV. For the HOMO-LUMO gap, the calculation gives 9.048 eV. The value obtained for the total energy is -31757.1056 eV. The value obtained for the LUMO energy is 0.1 eV. The energy relative to the best compared isomer or geometry (same formula, charge and spin) is 0.0 kcal/mol. The charge is 0. Its multiplicity is 1.

CARTESIAN COORDINATES (ANGSTROEM)
O 2.0631 -2.0571 0.2777
O 1.7334 1.5868 2.4772
O 0.9680 2.5409 -4.0247
O -0.6255 0.4106 -3.3790
O 1.3301 -1.3069 -2.3186
O -0.3104 -3.3912 0.5963
O -0.6859 2.4240 3.2359
O 1.5345 -1.1412 2.6523
O 3.0850 0.9280 0.1632
O -1.1334 -1.8796 2.5212
O -1.3087 -2.8307 -1.8357
O -2.4929 0.3579 3.1385
O 3.1547 0.6915 -2.5697
N -3.0035 -0.7842 -0.3204
C -0.7460 2.2201 -0.8119
C -1.3179 0.9424 -0.3098
C -2.5309 0.4918 -0.6507
H 1.5118 -1.5268 -1.3794
H 2.6076 1.3190 0.9248
H -0.7655 -3.2851 -0.2788
H -2.5763 -1.2793 0.4465
H -0.8568 -2.4735 1.7177
H 2.9241 -0.0133 0.2566
H 2.8521 -2.5917 0.3402
H 1.5885 -0.1576 2.6641
H 0.5856 -3.0154 0.4452
H -1.2792 0.4434 -2.6674
H -1.1970 3.1647 2.8695
H -3.9968 -0.9213 -0.3102
H 0.8486 1.9507 2.7388
H -1.9156 -0.4058 2.9629
H -1.3676 -2.5214 3.2087
H 2.6495 1.3900 -3.0494
H 2.3284 1.9354 3.1461
H 3.2011 0.9736 -1.6335
H 1.9356 -1.6846 1.2076
H 2.0454 -0.6397 -2.5191
H -1.9864 -2.1477 -1.7385
H -0.6860 0.3420 0.3391
H -3.0804 0.4262 2.3602
H -0.4473 2.8945 -0.0019
H -3.1809 1.0530 -1.3118
H 0.0594 -0.2044 -2.9893
H 0.6035 3.2990 -3.5632
H -1.4017 2.7978 -1.4689
H -0.5597 -2.3879 -2.2567
H 0.3514 1.7968 -3.8197
H 0.5897 -1.4167 2.6115
H -1.2786 1.6299 3.2711
H 0.1796 2.0528 -1.3647

***

Question: What is the formula in the fifth record?
Answer: C3H33NO13

***

Question: The highest charge belongs to which entry?
Answer: C2H6BrClP

***

Question: Look up the charge of the first one.
Answer: 0

***

Question: Which value of charge does entry 1 give?
Answer: 0